Below is a 12-piece molecular cluster, C5H33NO13 overall in a non-equilibrium geometry, with properties calculated with ωB97M-V with the def2-TZVPD basis set.

Atoms and positions in Å:
N 1.15722 -2.79309 -1.83064
C 1.67761 -1.51575 -1.33557
C 1.89462 -1.67327 0.16570
O 3.00315 -0.83164 0.52960
C 0.67364 -0.41110 -1.66615
C 0.73975 0.04032 -3.12088
C 1.95752 0.85025 -3.47209
O 2.66125 1.39398 -2.65904
H 0.90064 -2.75228 -2.80734
H 1.83510 -3.52982 -1.72987
H 2.64127 -1.24636 -1.78016
H 1.01887 -1.39297 0.74103
H 2.11278 -2.71901 0.40355
H 3.19115 -0.92852 1.45050
H 0.86271 0.42061 -0.99846
H -0.31581 -0.78187 -1.43738
H -0.14135 0.65920 -3.33420
H 0.65149 -0.79282 -3.82080
H 2.18244 0.96101 -4.54388
O 2.43623 1.88532 0.47649
H 2.58894 0.91433 0.38338
H 2.99129 2.30162 -0.21529
O -3.42514 1.95487 1.31789
H -3.74353 1.05610 1.47600
H -3.12080 1.94462 0.37908
O -3.23655 -0.79303 -1.21051
H -2.46652 -1.39941 -1.14577
H -3.58567 -0.85459 -0.28973
O -2.52675 1.72604 -1.28309
H -3.18901 2.14045 -1.84905
H -2.68850 0.74159 -1.30559
O -3.49691 -1.27073 1.52966
H -3.52592 -2.21930 1.40301
H -2.54456 -1.07872 1.72061
O 0.03572 3.10677 -0.15311
H -0.53162 2.72191 -0.82565
H 0.89015 2.63037 -0.17348
O -0.86584 1.85295 2.02312
H -0.57437 2.36458 1.23153
H -1.82637 2.00065 2.04098
O 1.56286 1.85792 3.25264
H 2.02732 2.07783 2.44315
H 0.62360 2.01809 3.01016
O -1.31482 -2.56135 -0.32836
H -0.54025 -2.68475 -0.89716
H -1.01269 -1.99958 0.42473
O 1.05721 -0.76693 3.80671
H 1.79463 -1.15942 4.28177
H 1.28249 0.17353 3.59803
O -0.76897 -0.82612 1.76600
H -0.77703 0.17173 1.77760
H -0.23268 -0.98422 2.58033

As for the SMILES: N[C@H](CO)CCC=O.O.O.O.O.O.O.O.O.O.O.O. The total energy comes out at -33830.8856 eV. The LUMO energy comes out at 0.3554 eV. Its HOMO-LUMO gap is 0.3932 Ha. As for the spin multiplicity: 1. The value obtained for the energy above the lowest of the compared OMol25 structures with the same formula, charge and spin is 4.42 kcal per mole.


Below is a 12-piece molecular cluster, C5H34NO12 overall in a non-equilibrium geometry, with properties calculated with ωB97M-V with the def2-TZVPD basis set.

Atoms and positions in Å:
C -2.27263 -1.63865 -0.96050
C -0.74303 -1.38774 -0.57973
N -0.35642 -1.38775 0.81477
C -1.05499 -2.40225 1.61873
C -0.42361 -0.09427 1.51814
C 0.50719 -0.17481 2.75431
O 0.47096 1.03575 3.49492
H -2.34477 -2.70774 -1.18586
H -2.65958 -0.95381 -1.68261
H -2.85189 -1.61832 -0.04679
H -0.36821 -2.31326 -1.03323
H -0.40815 -0.53243 -1.17951
H -1.53780 -3.18756 1.04302
H -1.79294 -1.97978 2.36377
H -0.30901 -2.87677 2.24285
H -0.05826 0.74341 0.90127
H -1.44447 0.22770 1.68680
H 1.53369 -0.44503 2.49054
H 0.01161 -0.91069 3.40277
H 0.82109 -2.83665 -2.58259
H 1.21655 -1.55803 -3.05079
O 1.00384 -2.42004 -3.43785
H -1.21909 2.65539 2.37814
H -1.45251 3.21898 0.97297
O -1.92752 3.03094 1.83616
H 1.93561 2.51598 -1.66513
H 0.65290 2.23280 -0.74648
O 1.39553 1.75683 -1.41908
H 0.11221 4.00482 -0.32305
H 0.85727 2.89445 1.12760
O -0.11431 3.10908 -0.04919
H -1.28609 2.49048 -2.77960
H -1.20610 2.87450 -1.33986
O -1.54094 3.23231 -2.21161
H 1.22083 1.36843 -3.21058
H 1.02185 0.20104 -4.18911
O 1.13054 1.15584 -4.16114
H 0.63337 -3.54642 0.06910
H 1.94522 -4.04469 0.57672
O 1.08515 -4.37188 0.25024
H -3.26859 2.02145 1.45906
H -3.31544 0.84349 0.41719
O -3.85811 1.35469 1.01814
H 2.22633 0.28283 -1.48027
H 3.60840 -0.30769 -1.32437
O 2.70637 -0.59636 -1.50856
H 2.41102 2.31870 1.42864
H 0.91656 1.73067 2.93190
O 1.58771 2.65016 1.79695
H 2.72968 -1.41903 0.09180
H 1.55511 -2.06190 0.78246
O 2.51785 -2.17718 0.67852

The total energy comes out at -31799.0550 eV. Its total charge is -1. The LUMO energy comes out at 2.4229 eV. Its HOMO-LUMO gap is 0.3287 Ha. As for the spin multiplicity: 1. The value obtained for the energy above the lowest of the compared OMol25 structures with the same formula, charge and spin is 45.86 kcal per mole.


Below is C5H34NO13 as an isolated structure in a non-equilibrium geometry, with properties calculated with ωB97M-V with the def2-TZVPD basis set.

Atoms and positions in Å:
C 2.01627 1.17158 0.45994
N 0.84587 0.47020 0.90334
C -0.13878 0.23525 -0.26287
C -1.45112 -0.36255 0.44178
C -2.85241 0.18356 -0.17726
O -1.48579 -1.75397 0.28410
C 0.34679 -0.72432 -1.31013
O 0.93463 -0.08868 -2.46936
H 2.73767 0.66138 -0.13992
H 1.73590 1.95997 -0.23751
H 2.36456 1.87447 1.30964
H 1.04810 -0.51597 1.07173
H -0.60477 1.19155 -0.62296
H -1.59251 -0.19817 1.50232
H -3.70525 -0.48144 -0.00861
H -3.03128 1.02846 0.50146
H -2.67558 0.46987 -1.20826
H -0.78263 -2.30466 1.02073
H -0.47494 -1.28040 -1.71351
H 1.09593 -1.41284 -0.99007
H -3.22140 -2.47031 -1.68898
H -1.95350 -2.55030 -1.00152
O -2.38429 -2.91866 -1.86372
H 1.88903 3.12192 -2.46444
H 1.28947 2.35183 -3.52146
O 2.04144 2.26886 -2.92167
H -0.16252 0.54409 -3.61346
H -1.66172 0.78023 -4.02363
O -0.75172 0.95012 -4.28084
H 1.77322 -0.86423 2.82234
H 3.25280 -1.06712 2.82370
O 2.56520 -0.55121 3.26381
H 0.28662 3.62599 -0.70552
H -0.53328 3.09202 -1.98266
O 0.19385 3.62701 -1.65573
H 0.22475 -0.17225 3.58634
H -0.37076 -1.20251 2.89686
O -0.69237 -0.47019 3.48508
H -1.25509 1.42226 2.41417
H 0.01421 2.15673 2.90024
O -0.94404 2.21907 2.87043
H 0.00253 -3.47373 2.33051
H 1.74342 -2.28123 1.39517
O 0.11104 -2.62020 1.90926
H 2.43914 -2.89563 0.09513
H 1.62974 0.51680 -2.16238
O 2.61906 -2.46177 0.94947
H 0.74987 -3.60367 -1.67199
H 0.44498 -3.38746 -0.27880
O 1.11005 -3.85402 -0.80837
H -2.37971 3.44887 0.82362
H -0.93457 3.00381 1.15403
O -1.46610 3.59155 0.57041

The total energy comes out at -33845.3025 eV. Its total charge is -1. The LUMO energy comes out at 2.7018 eV. Its HOMO-LUMO gap is 0.3405 Ha. As for the spin multiplicity: 1. The value obtained for the energy above the lowest of the compared OMol25 structures with the same formula, charge and spin is 73.84 kcal per mole.